1.
ORCA calculation (wB97M-V/def2-TZVPD) on C26H37NOSTeTi as an isolated structure.

ORCA input file:
```
! wB97M-V def2-TZVPD RIJCOSX def2/J DEFGRID3
* xyz -1 2
Ti -0.4238 0.3082 -0.1201
C 0.9459 2.2235 -0.3190
C 0.4583 2.1943 1.0616
C -0.8538 2.7361 1.0586
C -1.2301 3.0207 -0.3189
C -0.1402 2.6743 -1.1515
C 0.0300 3.1217 -2.5942
C -2.4025 3.7950 -0.7762
C -1.6167 3.3519 2.1876
C 1.3415 2.1199 2.3117
C 2.3722 2.1273 -0.7029
H 0.5699 2.4394 -3.2470
H 0.5975 3.9994 -2.6662
H -0.8857 3.2338 -3.1718
H -3.3259 3.6033 -0.1999
H -2.6896 3.5106 -1.8035
H -2.3083 4.8861 -0.7038
H -2.6849 3.0040 2.1732
H -1.6456 4.4613 2.0017
H -1.1333 3.1565 3.1434
H 0.9002 1.3693 3.0694
H 1.2565 3.1153 2.7706
H 2.3651 1.8983 2.0378
H 2.8670 3.1138 -0.7960
H 2.4643 1.5820 -1.6390
H 2.9181 1.6136 0.1147
C 3.2011 -1.1175 1.7219
C 2.4261 -2.3395 1.3886
C 2.8362 -3.5817 1.8764
C 2.0990 -4.7464 1.6098
C 0.9604 -4.7004 0.8090
C 0.4918 -3.4696 0.2972
C -0.7948 -3.4095 -0.4959
C 1.1643 -2.1941 0.6629
N 0.6906 -0.9886 0.3718
H 4.1988 -1.2447 1.2320
H 3.3666 -0.9914 2.8273
H 2.6831 -0.2708 1.2829
H 3.7427 -3.6056 2.4773
H 2.3939 -5.7464 1.9741
H 0.4081 -5.6508 0.6049
H -1.2935 -4.4121 -0.5889
H -0.6432 -2.9714 -1.4990
H -1.4862 -2.6467 -0.0081
Te -0.4392 -0.4132 -2.7317
C 1.4960 -0.8067 -3.4564
C 2.4940 -1.0282 -2.5559
C 3.6681 -1.5000 -3.1539
C 3.6625 -1.4570 -4.5007
S 2.1453 -0.8967 -5.0805
H 2.3428 -1.0103 -1.4837
H 4.5137 -1.8548 -2.5497
H 4.5364 -1.6706 -5.0846
C -4.1166 -0.0717 -1.2805
C -3.6001 0.2814 0.1195
O -2.3100 -0.3214 0.5226
C -2.1281 -0.5718 1.9742
C -3.0115 -1.7334 2.4553
H -5.0778 0.4388 -1.4812
H -4.3176 -1.1225 -1.3388
H -3.3398 0.2195 -2.0073
H -4.3190 0.0333 0.9068
H -3.4148 1.3746 0.1735
H -2.2545 0.3951 2.5104
H -1.0531 -0.8452 2.0733
H -4.0750 -1.4199 2.5312
H -2.6315 -2.0318 3.4442
H -2.9610 -2.5600 1.7298
*
```

- frontier orbital gap (spin up / spin down) (eV) = 5.28 / 5.50
- ⟨S²⟩ = 0.76
- lowest unoccupied orbital energy (spin up / spin down) (eV) = 2.3 / 2.3
- highest occupied orbital energy (spin up / spin down) (eV) = -2.956 / -3.179

***

2.
ORCA calculation (wB97M-V/def2-TZVPD) on a 2-piece molecular cluster, C6H6Cl2N2 overall.

ORCA input file:
```
! wB97M-V def2-TZVPD RIJCOSX def2/J DEFGRID3
* xyz 0 1
C -0.4017 -1.5870 -1.0030
C 0.0153 1.4890 -0.3291
C 1.9544 -0.7295 -0.9142
C -1.4428 0.9355 1.5887
C 0.7362 -1.2393 -0.3187
C -1.1539 0.9637 0.1307
N -1.4039 -1.8105 -1.5388
N 1.0660 1.8460 -0.6933
Cl 0.7413 -1.6279 1.3661
Cl -2.3912 0.5985 -0.9804
H 1.9231 0.4076 -0.8801
H 2.0358 -1.0002 -1.9628
H 2.8365 -1.0287 -0.3536
H -2.5067 0.8076 1.7614
H -1.1044 1.8615 2.0542
H -0.9040 0.1137 2.0729
*
```

- frontier orbital gap (spin up / spin down) (eV) = 7.44 / 7.25
- lowest unoccupied orbital energy (spin up / spin down) (eV) = -1.3 / -1.4
- highest occupied orbital energy (spin up / spin down) (eV) = -8.746 / -8.678

***

3.
ORCA calculation (wB97M-V/def2-TZVPD) on C25H23MnN4O11S as an isolated structure.

ORCA input file:
```
! wB97M-V def2-TZVPD RIJCOSX def2/J DEFGRID3
* xyz -2 5
Mn -0.3421 -1.0705 0.0935
O -1.8503 -0.6069 3.8896
C -1.1610 -0.3602 2.9066
O -1.1333 -1.0949 1.8515
C -0.2455 0.8563 2.9564
C -0.2222 1.5317 4.1408
C 0.6239 2.6318 4.3489
C 1.4825 3.0462 3.3544
C 1.4614 2.4154 2.1419
C 0.5816 1.2929 1.8433
O 0.5565 0.7647 0.7189
N 2.3847 2.9595 1.1417
O 3.4519 3.4096 1.5474
O 2.1293 2.8335 -0.0314
N 0.6094 3.3392 5.6050
O 1.3715 4.2816 5.7618
O -0.1732 2.9810 6.4658
H -0.8727 1.1873 4.9318
H 2.1509 3.8776 3.5166
C -5.2251 -2.1900 -5.5725
C -3.9826 -2.3872 -4.7368
C -3.0014 -1.4075 -4.6830
C -1.8922 -1.5478 -3.8608
C -1.7586 -2.6828 -3.0882
C -2.7225 -3.6892 -3.1318
C -3.8236 -3.5377 -3.9576
S -0.3676 -2.9247 -2.0109
O 0.4831 -3.8863 -2.6736
O -0.9616 -3.3288 -0.7354
N 0.2796 -1.4902 -1.8417
C 1.7697 -1.4805 -1.8179
C 2.2938 -2.0364 -0.4895
O 3.4384 -2.4607 -0.3976
O 1.4087 -1.9717 0.4611
H -5.0339 -1.5301 -6.4222
H -6.0208 -1.7357 -4.9741
H -5.6015 -3.1426 -5.9512
H -3.1182 -0.5025 -5.2722
H -1.1483 -0.7603 -3.7811
H -2.6044 -4.5659 -2.5047
H -4.5833 -4.3131 -3.9905
H 2.0846 -0.4379 -1.8802
H 2.2056 -2.0392 -2.6395
C -4.3615 -2.4152 2.0702
N -4.4790 -1.3836 1.0511
C -5.8507 -1.0347 0.7656
C -3.7077 -1.7246 -0.1435
C -3.2114 -0.5044 -0.8991
C -4.0975 0.1860 -1.7301
C -3.7189 1.3531 -2.3778
C -2.4278 1.8409 -2.1939
C -1.5311 1.1341 -1.4030
C -1.8952 -0.0506 -0.7553
H -4.9236 -2.1173 2.9566
H -3.3189 -2.5239 2.3619
H -4.7508 -3.3967 1.7291
H -6.4026 -0.9315 1.7023
H -6.3645 -1.7987 0.1466
H -5.9090 -0.0801 0.2381
H -4.3064 -2.3634 -0.8180
H -2.8599 -2.3116 0.1814
H -5.0951 -0.2152 -1.8941
H -4.4203 1.8723 -3.0236
H -2.1145 2.7619 -2.6770
H -0.5195 1.5108 -1.2896
*
```

- frontier orbital gap (spin up / spin down) (eV) = 7.29 / 7.30
- ⟨S²⟩ = 6.10
- lowest unoccupied orbital energy (spin up / spin down) (eV) = 4.0 / 4.0
- highest occupied orbital energy (spin up / spin down) (eV) = -3.291 / -3.297

***

4.
ORCA calculation (wB97M-V/def2-TZVPD) on C60H77BrN2O2PtSSi as an isolated structure.

ORCA input file:
```
! wB97M-V def2-TZVPD RIJCOSX def2/J DEFGRID3
* xyz 0 1
Pt 0.6090 -0.5770 -1.0518
C 1.5291 -0.5416 -5.0794
C 2.2643 0.2395 -3.9964
C 2.9406 1.4855 -4.5864
C 3.3256 -0.5592 -3.2578
C 4.2368 -1.3111 -3.9820
C 5.3577 -1.8478 -3.3730
C 5.6190 -1.5418 -2.0522
C 4.7473 -0.7755 -1.2738
C 5.2765 -0.3751 0.1009
C 6.0226 0.9683 -0.0090
C 4.3152 -0.4700 1.3015
C 3.5489 -0.3734 -1.8806
N 2.4702 0.2711 -1.1645
C 2.6735 1.4070 -0.6224
C 1.5560 2.2558 -0.2191
N 0.3749 1.8981 -0.5023
C -0.6574 2.8820 -0.4572
C -1.5616 2.8610 0.6023
C -2.5798 3.8069 0.6130
C -2.6901 4.7486 -0.3946
C -1.7719 4.7577 -1.4317
C -0.7447 3.8227 -1.4970
C 0.2177 3.8518 -2.6749
C -0.4921 4.0873 -4.0096
C 1.2974 4.9230 -2.4814
C -1.3491 1.9327 1.7802
C -2.6438 1.3209 2.3052
C -0.6466 2.7170 2.8956
H 0.8692 0.1291 -5.6339
H 0.9213 -1.3313 -4.6451
H 2.2170 -0.9916 -5.7966
H 1.5222 0.5871 -3.2775
H 3.6786 1.2053 -5.3415
H 3.4559 2.0638 -3.8149
H 2.1955 2.1279 -5.0600
H 4.0670 -1.4765 -5.0373
H 6.0380 -2.4769 -3.9318
H 6.5294 -1.9069 -1.5904
H 6.0759 -1.0925 0.3000
H 5.4366 1.7697 -0.4588
H 6.9046 0.8478 -0.6397
H 6.3545 1.2981 0.9769
H 3.2657 -0.5157 1.0157
H 4.4487 0.3748 1.9820
H 4.5138 -1.3823 1.8606
H 3.6629 1.8483 -0.6100
H 1.7910 3.2524 0.1579
H -3.2908 3.8096 1.4290
H -3.4883 5.4797 -0.3701
H -1.8639 5.4980 -2.2161
H 0.7104 2.8776 -2.7365
H -0.8772 5.1062 -4.0810
H -1.3264 3.4008 -4.1476
H 0.2126 3.9515 -4.8319
H 0.8394 5.9095 -2.3823
H 1.9728 4.9482 -3.3394
H 1.8921 4.7498 -1.5830
H -0.6998 1.1097 1.4638
H -3.2806 2.0742 2.7760
H -2.4120 0.5695 3.0629
H -3.2070 0.8384 1.5075
H -1.2771 3.5496 3.2171
H 0.3082 3.1315 2.5618
H -0.4658 2.0822 3.7648
C -7.1753 0.9227 -0.0548
C -6.1343 1.4886 -1.0210
C -5.8046 2.9254 -0.5913
C -6.7509 1.5130 -2.4260
C -4.8468 0.6645 -1.0265
C -3.8260 0.9849 -1.9096
C -2.6434 0.2730 -1.8828
Br -1.3850 0.6089 -3.2721
C -2.3676 -0.7568 -0.9713
O -1.2191 -1.4133 -0.9651
C -3.4320 -1.1260 -0.1077
C -4.6198 -0.4043 -0.1610
C -3.2674 -2.2991 0.8640
C -2.9591 -3.5875 0.0825
C -2.1448 -1.9831 1.8649
C -4.5433 -2.5641 1.6674
H -8.0881 1.5188 -0.1135
H -6.8240 0.9534 0.9787
H -7.4321 -0.1095 -0.3006
H -6.7101 3.5380 -0.5761
H -5.0894 3.3869 -1.2748
H -5.3646 2.9339 0.4081
H -7.6636 2.1140 -2.4266
H -7.0036 0.5028 -2.7533
H -6.0691 1.9433 -3.1600
H -3.9400 1.7748 -2.6408
H -5.4076 -0.6838 0.5208
H -2.0834 -3.4771 -0.5493
H -3.8130 -3.8563 -0.5450
H -2.7817 -4.4090 0.7813
H -1.2246 -1.6893 1.3684
H -1.9356 -2.8589 2.4867
H -2.4552 -1.1657 2.5224
H -5.4019 -2.7548 1.0206
H -4.7875 -1.7352 2.3367
H -4.3896 -3.4524 2.2838
C 1.6258 -4.9559 -4.8496
C 0.5813 -4.0831 -4.5749
C 0.5177 -3.4463 -3.3448
C 1.4886 -3.6623 -2.3604
C 2.5141 -4.5643 -2.6470
C 2.5872 -5.2007 -3.8803
Si 1.2376 -2.7703 -0.7162
C 2.6036 -3.2984 0.4921
C 2.1621 -3.7153 1.7545
C 3.0256 -4.2974 2.6721
C 4.3652 -4.4753 2.3543
C 4.8266 -4.0751 1.1080
C 3.9529 -3.5011 0.1935
H 1.6834 -5.4512 -5.8111
H -0.1827 -3.8971 -5.3200
H -0.3054 -2.7679 -3.1313
H 3.2659 -4.7879 -1.9015
H 3.3939 -5.8957 -4.0805
H 0.0763 -3.4144 -0.0658
H 1.1208 -3.5782 2.0214
H 2.6495 -4.6185 3.6362
H 5.0401 -4.9360 3.0651
H 5.8658 -4.2260 0.8389
H 4.3326 -3.2280 -0.7805
C -1.9718 1.1226 8.2823
C -1.1101 0.8701 7.0756
C 0.1678 1.4253 6.9916
C 0.9756 1.1911 5.8928
C 0.5069 0.3815 4.8665
C -0.7581 -0.1714 4.9187
C -1.5585 0.0761 6.0268
S 1.4898 0.0923 3.3945
C 2.7104 -0.9735 4.1895
O 0.6601 -0.7685 2.5119
H -1.9343 2.1706 8.5809
H -1.6314 0.5271 9.1318
H -3.0106 0.8604 8.0866
H 0.5272 2.0586 7.7944
H 1.9566 1.6489 5.8308
H -1.1011 -0.7793 4.0897
H -2.5534 -0.3515 6.0698
H 2.2179 -1.6711 4.8646
H 3.4217 -0.3449 4.7257
H 3.2111 -1.5197 3.3948
*
```

- frontier orbital gap (eV) = 6.13
- lowest unoccupied orbital energy (eV) = -1.0
- highest occupied orbital energy (eV) = -7.143